No. 1
DFT (the ωB97M-V functional and the def2-TZVPD basis) results for C23H36N4O2S2Sn as an isolated structure.

```
! RIJCOSX wB97M-V def2-TZVPD def2/J DEFGRID3
* xyz 4 1
Sn -0.600 0.239 0.797
C 2.615 2.980 3.188
C 2.404 3.798 1.917
N 1.882 2.936 0.859
C 2.839 1.991 0.304
C 2.925 0.658 1.038
C 4.094 -0.085 0.966
C 4.187 -1.270 1.682
C 3.115 -1.675 2.467
C 1.978 -0.890 2.479
C 0.767 -1.299 3.298
N -0.262 -0.238 3.355
C -0.151 0.684 4.521
C 1.179 1.415 4.616
N 1.418 2.226 3.451
N 1.873 0.235 1.754
H 2.854 3.600 4.061
H 3.446 2.273 3.085
H 3.348 4.286 1.658
H 1.674 4.586 2.106
H 1.406 3.466 0.147
H 3.852 2.407 0.292
H 2.578 1.788 -0.737
H 4.930 0.274 0.379
H 5.096 -1.858 1.655
H 3.174 -2.573 3.069
H 1.074 -1.614 4.299
H 0.328 -2.184 2.829
H -1.153 -0.709 3.494
H -0.299 0.134 5.452
H -0.955 1.418 4.446
H 2.029 0.743 4.764
H 1.164 2.075 5.495
H 0.599 2.550 2.939
O -2.426 -0.836 0.905
S -3.958 -1.160 0.740
C -4.477 -1.908 2.303
C -4.191 -3.401 2.188
C -4.651 -3.768 0.781
C -3.999 -2.746 -0.157
H -5.550 -1.705 2.358
H -3.982 -1.375 3.114
H -4.720 -3.958 2.959
H -3.124 -3.598 2.307
H -5.738 -3.703 0.709
H -4.370 -4.781 0.498
H -4.532 -2.592 -1.093
H -2.950 -2.974 -0.351
C 0.565 -1.291 -7.881
C 0.324 -0.579 -6.634
C 0.474 0.856 -6.566
C 0.259 1.514 -5.394
C -0.108 0.771 -4.243
C -0.236 -0.636 -4.257
C -0.047 -1.296 -5.433
S -0.430 1.759 -2.776
C -2.189 2.001 -3.064
O -0.309 0.888 -1.529
H 1.639 -1.576 -7.913
H 0.415 -0.663 -8.760
H 0.014 -2.229 -7.946
H 0.763 1.402 -7.456
H 0.366 2.592 -5.346
H -0.492 -1.169 -3.353
H -0.185 -2.369 -5.489
H -2.698 1.070 -2.818
H -2.349 2.273 -4.108
H -2.515 2.819 -2.422
*
```

## Properties
E_tot ... -61951.0551 eV
Orbital gap (alpha / beta) ... 5.40 / 6.60 eV
ΔE to the lowest compared entry with this formula, charge and spin ... 66.6 kcal/mol

---

No. 2
DFT (the ωB97M-V functional and the def2-TZVPD basis) results for a single C3H4N2O3 molecule.

```
! RIJCOSX wB97M-V def2-TZVPD def2/J DEFGRID3
* xyz 0 1
C 1.187 -0.452 0.137
C -0.670 0.808 0.318
C -1.528 0.792 -0.967
H 3.058 -0.353 -0.061
H 0.223 -2.072 0.920
H -0.928 1.630 0.945
H -1.778 -0.266 -1.098
N 2.301 -1.012 0.127
N 0.070 -1.276 0.312
O -0.858 -0.426 0.928
O 0.839 0.871 0.032
O -1.916 1.756 -1.593
*
```

## Properties
E_tot ... -12295.4658 eV
Orbital gap ... 9.88 eV
Structure (SMILES) ... [H]/N=C1/NO[C@H](C=O)O1
ΔE to the lowest compared entry with this formula, charge and spin ... 81.4 kcal/mol

---

No. 3
DFT (the ωB97M-V functional and the def2-TZVPD basis) results for a 14-piece molecular cluster, C21H70O14 overall.

```
! RIJCOSX wB97M-V def2-TZVPD def2/J DEFGRID3
* xyz 0 1
O -3.087 -2.899 -2.677
H -2.170 -2.649 -2.568
H -3.579 -2.105 -2.466
O -3.778 -0.234 -1.884
H -2.881 -0.001 -1.643
H -4.301 0.523 -1.620
O -0.145 -1.493 -2.511
H 0.004 -1.227 -3.419
H 0.709 -1.800 -2.208
O 3.402 -1.807 -2.375
H 3.101 -1.620 -3.264
H 3.632 -2.736 -2.389
O -0.874 0.622 -0.044
H -0.457 0.056 -0.694
H -0.169 0.850 0.563
O 1.701 -0.944 -4.490
H 1.341 -1.423 -5.237
H 2.222 -0.244 -4.883
O 2.295 0.785 1.195
H 3.247 0.775 1.093
H 1.969 1.130 0.364
C 0.757 3.252 -1.249
C 1.021 2.105 -2.266
C 1.540 2.612 -3.526
O 1.938 1.191 -1.792
H 0.067 3.987 -1.665
H 1.693 3.723 -0.950
H 0.218 2.788 -0.423
H 0.069 1.640 -2.521
H 2.437 3.191 -3.306
H 0.863 3.325 -3.995
H 1.656 1.827 -4.274
H 2.117 0.442 -2.365
C 1.282 2.176 5.708
C 1.524 2.419 4.225
C 1.833 3.812 3.890
O 2.612 1.681 3.931
H 2.043 2.157 6.487
H 0.973 1.134 5.634
H 0.481 2.765 6.155
H 0.588 2.220 3.702
H 1.064 4.400 4.391
H 1.783 4.083 2.835
H 2.792 4.202 4.230
H 2.509 1.494 2.995
C -3.921 1.665 5.213
C -3.453 0.260 5.657
C -2.221 -0.159 4.803
O -3.023 0.410 6.957
H -3.150 2.406 5.424
H -4.856 2.034 5.634
H -3.999 1.501 4.139
H -4.215 -0.519 5.659
H -1.890 -1.159 5.085
H -1.307 0.435 4.821
H -2.582 -0.170 3.775
H -2.086 0.616 6.993
C -3.690 3.694 -1.331
C -4.296 3.407 -2.668
C -3.213 3.291 -3.811
O -4.950 2.200 -2.520
H -3.846 4.753 -1.123
H -2.665 3.385 -1.127
H -4.319 3.412 -0.486
H -5.020 4.183 -2.916
H -2.594 2.410 -3.638
H -2.521 4.133 -3.771
H -3.573 3.264 -4.839
H -5.528 2.136 -3.283
C -2.345 0.198 -5.680
C -3.046 -1.057 -6.239
C -2.604 -1.441 -7.643
O -2.626 -2.048 -5.322
H -1.468 -0.128 -5.123
H -3.012 0.774 -5.037
H -2.081 0.873 -6.494
H -4.128 -0.960 -6.152
H -1.571 -1.787 -7.624
H -2.639 -0.599 -8.334
H -3.270 -2.150 -8.136
H -3.097 -1.884 -4.502
C 2.252 -1.500 4.799
C 2.775 -2.816 5.385
C 3.170 -3.811 4.362
O 3.933 -2.514 6.108
H 2.238 -0.676 5.514
H 1.273 -1.653 4.345
H 2.891 -1.015 4.062
H 2.029 -3.222 6.067
H 2.238 -4.048 3.847
H 3.512 -4.682 4.920
H 3.929 -3.350 3.730
H 4.555 -2.124 5.489
C 4.703 -5.185 0.498
C 3.466 -4.549 -0.210
C 2.986 -3.166 0.365
O 3.765 -4.554 -1.640
H 4.531 -5.725 1.430
H 5.426 -4.417 0.770
H 5.180 -5.829 -0.240
H 2.598 -5.208 -0.179
H 2.025 -3.053 -0.136
H 3.629 -2.307 0.173
H 2.698 -3.172 1.417
H 2.957 -4.986 -1.928
*
```

## Properties
E_tot ... -51575.1350 eV
Orbital gap ... 9.44 eV
ΔE to the lowest compared entry with this formula, charge and spin ... 86.0 kcal/mol

---

Question: Number 3 is which compound?
Answer: C21H70O14

---

Repeat the second record exactly.
DFT (the ωB97M-V functional and the def2-TZVPD basis) results for a single C3H4N2O3 molecule.

```
! RIJCOSX wB97M-V def2-TZVPD def2/J DEFGRID3
* xyz 0 1
C 1.187 -0.452 0.137
C -0.670 0.808 0.318
C -1.528 0.792 -0.967
H 3.058 -0.353 -0.061
H 0.223 -2.072 0.920
H -0.928 1.630 0.945
H -1.778 -0.266 -1.098
N 2.301 -1.012 0.127
N 0.070 -1.276 0.312
O -0.858 -0.426 0.928
O 0.839 0.871 0.032
O -1.916 1.756 -1.593
*
```

## Properties
E_tot ... -12295.4658 eV
Orbital gap ... 9.88 eV
Structure (SMILES) ... [H]/N=C1/NO[C@H](C=O)O1
ΔE to the lowest compared entry with this formula, charge and spin ... 81.4 kcal/mol

---

Question: Look up the E_tot of the first one.
Answer: -61951.0551 eV